The following is a quantum chemistry calculation of a cluster of 4 separate species, C37H73F2O18P5S2 in total at a distorted geometry, from the OMol25 dataset.

Each line ends with the Löwdin charge.
Positions of all 137 atoms, in Å:
C 5.30 -0.23 4.32  -0.0663
C 4.06 -0.04 5.25  -0.2403
O 2.77 -0.18 4.67  -0.0354
C 2.09 1.03 4.38  -0.3462
C 2.99 2.16 3.77  -0.0138
C 3.50 2.00 2.30  -0.3028
O 3.84 3.05 1.78  0.1086
C 3.70 0.76 1.41  -0.0964
C 2.63 0.03 0.70  -0.0114
C 2.87 -1.11 -0.16  -0.0652
C 4.22 -1.61 -0.41  -0.0616
C 5.31 -0.89 0.26  -0.0762
C 5.05 0.25 1.12  -0.0521
O 1.25 0.58 3.25  -0.1491
S 0.01 1.52 2.88  0.6853
O -0.68 0.85 1.76  -0.3265
O 0.28 2.87 2.41  -0.2268
C -1.17 1.42 4.28  -0.4452
P -2.20 -0.17 3.90  0.7835
O -1.31 -1.36 3.65  -0.4221
C -2.24 2.55 4.37  -0.3545
F -1.76 3.86 4.57  -0.0430
C -3.20 2.66 3.09  -0.1905
C -4.69 2.33 3.53  -0.1068
C -0.33 1.06 5.57  -0.3524
P -1.25 1.33 7.22  0.4245
S -1.61 3.16 7.72  0.2176
C 1.19 1.48 5.65  -0.2849
F 1.62 0.59 6.71  -0.0542
C 1.56 2.85 6.28  -0.1799
C 1.01 4.19 5.69  -0.1044
H 6.20 -0.35 4.99  0.0919
H 5.50 0.73 3.75  0.0603
H 5.26 -1.11 3.64  0.0898
H 4.23 0.92 5.83  0.1250
H 4.15 -0.84 6.04  0.1348
H 2.39 3.12 3.75  0.1175
H 3.88 2.46 4.40  0.1413
H 1.59 0.37 0.83  0.0835
H 2.04 -1.63 -0.69  0.0901
H 4.43 -2.48 -1.07  0.1006
H 6.34 -1.27 0.08  0.1010
H 5.94 0.74 1.58  0.1056
H -3.05 -0.39 5.03  0.0317
H -2.99 -0.02 2.73  0.0493
H -2.94 2.34 5.22  0.1087
H -2.85 2.05 2.23  0.0825
H -3.23 3.73 2.74  0.1295
H -4.81 1.29 3.96  0.0579
H -5.08 3.07 4.28  0.0913
H -5.34 2.46 2.62  0.0803
H -0.27 -0.08 5.56  0.1220
H -0.43 0.65 8.18  0.0076
H -2.46 0.59 7.09  -0.0191
H 2.69 2.92 6.31  0.1195
H 1.26 2.81 7.37  0.1003
H 0.69 4.01 4.62  0.0581
H 1.88 4.90 5.58  0.0894
H 0.25 4.74 6.28  0.0449
C 10.49 0.45 -2.30  -0.0859
C 10.87 -1.01 -2.07  -0.2961
O 9.84 -1.90 -2.49  -0.2262
P 9.62 -2.13 -4.10  0.6603
O 10.78 -3.07 -4.34  -0.2165
O 8.44 -3.29 -4.00  -0.2326
C 8.59 -4.53 -4.68  -0.3089
C 9.12 -5.60 -3.74  -0.0757
O 8.36 -0.99 -4.03  -0.2102
C 7.95 -0.42 -5.28  -0.2875
C 7.29 -1.43 -6.20  -0.0811
H 10.44 0.67 -3.37  0.0639
H 11.23 1.12 -1.86  0.0771
H 9.51 0.66 -1.88  0.0811
H 11.81 -1.25 -2.57  0.1089
H 11.02 -1.17 -1.00  0.1171
H 9.22 -4.42 -5.56  0.1014
H 7.60 -4.83 -5.04  0.1149
H 10.02 -5.27 -3.22  0.0731
H 9.35 -6.52 -4.29  0.0768
H 8.38 -5.83 -2.97  0.0762
H 8.81 0.04 -5.77  0.1107
H 7.24 0.38 -5.04  0.1203
H 8.01 -2.17 -6.55  0.0694
H 6.86 -0.94 -7.07  0.0809
H 6.50 -1.98 -5.67  0.0873
C -0.09 -0.13 -6.30  -0.0864
C -0.98 -1.21 -6.87  -0.2957
O -1.09 -2.32 -5.99  -0.2192
P -2.01 -2.16 -4.63  0.6512
O -3.38 -2.28 -5.25  -0.2221
O -1.89 -3.71 -4.07  -0.2293
C -3.06 -4.46 -3.76  -0.3102
C -3.44 -5.37 -4.92  -0.0763
O -0.60 -1.84 -3.75  -0.2058
C -0.78 -1.20 -2.48  -0.2810
C -1.48 -2.09 -1.47  -0.0715
H -0.55 0.34 -5.42  0.0642
H 0.09 0.65 -7.04  0.0766
H 0.87 -0.54 -5.98  0.0821
H -1.98 -0.82 -7.10  0.1087
H -0.56 -1.59 -7.80  0.1173
H -3.89 -3.81 -3.48  0.1002
H -2.83 -5.07 -2.88  0.1152
H -3.50 -4.82 -5.86  0.0732
H -4.40 -5.85 -4.73  0.0762
H -2.68 -6.14 -5.06  0.0762
H -1.33 -0.26 -2.62  0.1130
H 0.22 -0.94 -2.11  0.1034
H -2.52 -2.26 -1.75  0.0691
H -1.47 -1.63 -0.48  0.0785
H -0.99 -3.07 -1.41  0.0887
C -12.49 3.64 0.35  -0.0867
C -11.79 2.82 1.42  -0.2969
O -11.03 1.75 0.86  -0.2273
P -9.62 2.11 0.09  0.6863
O -8.78 2.25 1.36  -0.2245
O -9.15 0.55 -0.21  -0.2340
C -7.86 0.10 0.18  -0.3127
C -7.94 -0.64 1.51  -0.0760
O -10.49 1.96 -1.35  -0.2099
C -9.90 2.56 -2.52  -0.2888
C -8.63 1.85 -2.95  -0.0815
H -11.76 4.18 -0.26  0.0637
H -13.17 4.37 0.79  0.0771
H -13.05 2.99 -0.32  0.0822
H -11.15 3.46 2.04  0.1080
H -12.54 2.37 2.08  0.1181
H -7.15 0.92 0.23  0.0966
H -7.50 -0.59 -0.59  0.1161
H -8.46 -0.05 2.27  0.0721
H -6.94 -0.88 1.87  0.0713
H -8.50 -1.57 1.39  0.0781
H -9.71 3.62 -2.33  0.1095
H -10.64 2.49 -3.32  0.1199
H -7.83 2.01 -2.22  0.0688
H -8.28 2.23 -3.91  0.0814
H -8.78 0.78 -3.03  0.0876

Computed properties:
- lowest unoccupied orbital energy (eV) = -1.810
- largest force on an atom (eV/A) = 9.8
- gap between HOMO and LUMO (eV) = 7.260
- M (g mol⁻¹) = 1062.97
- SMILES = CCO[C@@]1(CC(=O)c2ccccc2)OS(=O)(=O)[C@]([PH2]=O)([C@@H](F)CC)[C@H]([PH2]=S)[C@]1(F)CC.CCOP(=O)(OCC)OCC.CCOP(=O)(OCC)OCC.CCOP(=O)(OCC)OCC